[1]
{
  "formula": "F6H74O37P",
  "method": "the ωB97M-V functional and the def2-TZVPD basis",
  "symbols": ["P", "F", "F", "F", "F", "F", "F", "O", "H", "H", "O", "H", "H", "O", "H", "H", "O", "H", "H", "O", "H", "H", "O", "H", "H", "O", "H", "H", "O", "H", "H", "O", "H", "H", "O", "H", "H", "O", "H", "H", "O", "H", "H", "O", "H", "H", "O", "H", "H", "O", "H", "H", "O", "H", "H", "O", "H", "H", "O", "H", "H", "O", "H", "H", "O", "H", "H", "O", "H", "H", "O", "H", "H", "O", "H", "H", "O", "H", "H", "O", "H", "H", "O", "H", "H", "O", "H", "H", "O", "H", "H", "O", "H", "H", "O", "H", "H", "O", "H", "H", "O", "H", "H", "O", "H", "H", "O", "H", "H", "O", "H", "H", "O", "H", "H", "O", "H", "H"],
  "positions_angstrom": [[-0.2937, 0.2141, -0.2620], [1.0990, -0.3950, 0.3393], [-0.9443, 0.1186, 1.2164], [0.1889, 1.6371, 0.1466], [-1.7046, 0.7485, -0.8438], [0.4371, 0.3199, -1.6668], [-0.6790, -1.3477, -0.5951], [-2.6169, -1.3173, -2.6280], [-3.1609, -1.8825, -2.0795], [-2.3399, -0.6110, -2.0443], [-0.1997, -3.5982, -1.9887], [-0.3241, -2.7346, -1.5951], [-1.0868, -3.9116, -2.1651], [1.8627, -5.5034, 0.7292], [2.4613, -6.2431, 0.8324], [2.3684, -4.7434, 1.0173], [-4.4100, 1.8590, -1.2435], [-4.5173, 0.9083, -1.2162], [-3.4728, 1.9907, -1.3868], [2.1230, 4.0286, -5.3142], [1.7001, 3.3380, -4.8038], [3.0589, 3.8412, -5.2424], [-2.3825, 6.5753, -0.0901], [-3.2195, 6.5180, -0.5509], [-2.3413, 5.7749, 0.4333], [-2.5587, 2.3878, -4.3962], [-1.9862, 2.5293, -5.1501], [-1.9720, 2.0863, -3.7025], [2.6748, 3.6086, 4.0109], [2.7621, 2.8160, 3.4814], [3.5565, 3.9804, 4.0337], [0.6346, -0.9669, 3.1212], [0.9631, -0.4155, 3.8313], [0.1887, -0.3587, 2.5317], [-1.4830, -3.2440, 2.3203], [-1.5581, -2.3792, 2.7235], [-0.9035, -3.1097, 1.5703], [1.6440, -0.8276, -7.0694], [1.0299, -0.6839, -6.3493], [2.3389, -0.1856, -6.9239], [0.9824, -4.3749, 4.4593], [1.0115, -3.9631, 3.5957], [1.8757, -4.6853, 4.6074], [0.5848, -3.6290, -5.0960], [-0.0426, -3.3575, -5.7659], [0.0558, -3.7539, -4.3081], [3.6840, 2.4440, 1.2595], [4.3944, 1.9359, 0.8677], [4.0093, 3.3442, 1.2681], [-1.0241, -5.9463, 1.8302], [-1.4510, -5.1344, 2.1035], [-0.1814, -5.6660, 1.4730], [5.1649, -2.8373, 1.9647], [4.3053, -2.6766, 1.5755], [5.4674, -1.9731, 2.2437], [-3.9662, -2.6157, -0.9148], [-4.6293, -3.2336, -0.6069], [-3.5651, -2.2757, -0.1150], [-3.4866, -0.7599, 1.6994], [-4.3000, -0.2556, 1.6855], [-2.7946, -0.0988, 1.7159], [2.4290, -2.6115, 1.7842], [2.4915, -2.0280, 2.5404], [2.0270, -2.0759, 1.1003], [0.8031, 1.6626, -4.4815], [1.2699, 0.8509, -4.2831], [0.1733, 1.7580, -3.7670], [6.0678, -0.3038, -2.5851], [6.0872, -0.1092, -1.6481], [5.1511, -0.1884, -2.8353], [1.7945, 0.8494, 4.9770], [1.2653, 1.1874, 5.6994], [2.5834, 1.3916, 4.9834], [3.5899, -1.4592, 4.3586], [4.4742, -1.2130, 4.6300], [3.0405, -0.7268, 4.6379], [3.7988, 5.4693, 0.4332], [3.1012, 5.5229, -0.2200], [3.3784, 5.7238, 1.2546], [-1.2309, -0.1330, 5.7820], [-0.3381, 0.1205, 6.0163], [-1.7871, 0.5010, 6.2347], [-6.3083, 3.9809, -0.4868], [-6.9889, 3.4142, -0.1237], [-5.8030, 3.4091, -1.0647], [-3.3201, -1.5956, 4.2835], [-2.8575, -0.8716, 4.7055], [-3.5210, -1.2725, 3.4052], [6.2086, 0.0465, -0.1341], [6.5801, 0.9264, -0.1977], [5.7516, 0.0391, 0.7069], [1.9882, 5.7051, -1.4013], [2.1872, 6.4706, -1.9404], [1.2708, 5.2682, -1.8605], [0.0515, 4.0640, 4.1130], [-0.1282, 3.2085, 3.7232], [1.0067, 4.1232, 4.1320], [-2.3794, -5.1207, -2.5350], [-2.7346, -5.0679, -3.4223], [-3.1137, -5.4220, -2.0001], [-1.9947, 4.3668, 1.5365], [-2.4624, 4.0509, 2.3096], [-1.0694, 4.3033, 1.7732], [-4.0774, 0.0918, -4.3977], [-3.5091, -0.5055, -3.9115], [-3.6606, 0.9485, -4.3049], [-5.7594, 0.4189, 1.4889], [-6.4791, -0.0529, 1.0697], [-6.1501, 1.2427, 1.7804], [0.6472, -6.1483, -1.6352], [0.1980, -5.3183, -1.7954], [1.1441, -6.0008, -0.8305], [-0.6445, 2.9533, -2.1938], [-0.4977, 3.7740, -1.7236], [-0.7777, 2.3024, -1.5047], [1.5180, -0.8518, -3.8436], [1.4835, -0.7399, -2.8936], [0.9993, -1.6386, -4.0115]],
  "forces_ev_per_a": [[1.9322, -2.8303, 1.0671], [0.1292, 0.0543, 0.2672], [-0.7732, -0.4758, 0.1442], [0.1419, 2.0006, -0.1589], [0.1613, -0.0558, -0.1330], [-0.5345, 0.4759, -0.8020], [-0.8180, 1.0638, 0.4679], [0.7782, 0.3606, -0.8287], [-0.3955, -0.4671, 0.1236], [0.1123, 0.0675, 0.0111], [0.5218, 0.3077, -0.4293], [0.0245, 0.2036, 0.0581], [-0.7419, -0.2198, -0.0054], [-0.0345, -0.1568, 0.2601], [0.1179, -0.2976, 0.1018], [0.0903, 0.6135, 0.1690], [-0.2494, 0.2739, 0.1263], [-0.0715, -0.3117, -0.1200], [0.2111, 0.1400, -0.0726], [0.2499, 0.8055, -0.2014], [-0.4263, -0.7909, 0.1464], [0.1849, -0.0278, -0.0075], [0.1357, 0.5661, -0.3964], [-0.1885, 0.0148, -0.1488], [0.0132, -0.4492, 0.4434], [-0.3258, 0.2269, 0.0105], [0.1896, -0.0420, -0.2711], [0.2823, 0.2458, 0.2768], [0.3670, -0.0529, 0.4515], [-0.0197, -0.2662, -0.7603], [0.2171, 0.2310, 0.0036], [0.1115, -0.2563, 0.2993], [-0.0418, 0.0881, 0.1710], [-0.0636, 0.0648, -0.2482], [-0.1186, -0.1845, -0.2633], [-0.1170, 0.1965, 0.4880], [0.2460, 0.0958, -0.2914], [-0.0527, -0.1929, -0.4066], [-0.1008, 0.0964, 0.2795], [0.1327, 0.1369, 0.0965], [-0.0604, -0.0781, 0.4008], [-0.1576, 0.2251, -0.3654], [0.2176, -0.0495, -0.0059], [0.1890, 0.2618, -0.1191], [-0.1057, 0.0705, -0.3003], [-0.0828, -0.1824, 0.6441], [-0.1390, -0.3590, 0.6417], [0.0026, -0.1551, -0.2444], [-0.0030, 0.6925, -0.4398], [-0.2648, -0.5855, -0.1508], [-0.1205, 0.3202, 0.3308], [0.4032, -0.0428, -0.1521], [0.9769, -0.1453, 0.0581], [-0.8352, -0.0645, -0.0353], [0.0754, 0.0566, 0.1004], [-0.5517, -0.3788, 0.2944], [-0.1382, -0.1802, -0.0370], [0.3301, 0.2842, 0.6925], [0.5319, -0.5622, -0.1330], [-0.6252, 0.2803, -0.1391], [0.4471, 0.0402, -0.2104], [0.5040, -0.7610, -0.6353], [-0.2036, 0.1872, 0.5192], [-0.4172, 0.2762, -0.1843], [-0.1649, 0.9640, -0.4781], [0.1216, -0.8112, 0.0326], [-0.0163, 0.1866, 0.3761], [0.1846, 0.0746, -1.2326], [-0.2708, -0.4645, -0.0589], [-0.1976, -0.0699, -0.2038], [0.0562, -0.2157, 0.0044], [-0.0456, 0.2803, 0.1880], [0.1904, 0.3702, 0.0575], [0.0744, -0.0615, -0.2208], [0.2813, -0.1505, 0.0496], [-0.4225, 0.1369, 0.2246], [1.0698, -0.2686, 1.0202], [-0.5586, -0.2008, -0.5590], [-0.1127, 0.1999, 0.1640], [-0.0844, 0.1195, -0.0967], [0.0970, -0.2831, 0.0230], [-0.1953, 0.2089, 0.2497], [-0.2797, 0.4963, 0.2582], [-0.1407, -0.0728, -0.0058], [0.4657, -0.4418, -0.1939], [-0.1564, -0.2556, 0.7331], [0.3427, -0.0532, 0.1451], [-0.0900, 0.0209, -0.7011], [0.1868, 0.3968, 1.2456], [0.3384, 0.3679, 0.0137], [-0.2184, -0.3321, 0.2038], [-0.2857, 0.1606, -0.1996], [0.0745, 0.2441, -0.1844], [-0.0789, -0.2695, -0.1280], [-0.9567, 0.1976, 0.0234], [-0.0041, -0.3137, -0.0475], [0.4825, 0.0236, -0.0338], [-0.0594, -0.0256, -0.1804], [-0.0456, 0.0372, -0.3059], [-0.0230, -0.0735, 0.3373], [-0.0763, -0.2362, -0.2339], [-0.1957, 0.0262, 0.1692], [0.3748, 0.0992, 0.1715], [-0.9204, -0.1154, -0.4856], [0.2605, -0.4359, 0.3675], [0.1101, 0.4490, -0.2665], [-0.6221, 0.2373, -0.0221], [-0.1210, -0.2767, -0.1624], [0.0928, 0.3300, 0.0988], [-0.0494, -1.0543, -0.5457], [0.1583, 0.2456, 0.1222], [0.0185, 0.2979, 0.1310], [-0.1027, 0.0714, -0.4245], [-0.1642, 0.1964, 0.0605], [0.0527, 0.1448, 0.1598], [0.4941, 0.1567, -0.0677], [-0.0290, -0.0301, 0.2823], [-0.0894, -0.6308, -0.3220]],
  "mulliken_charge": [1.67, -0.60, -0.74, -0.42, -0.22, -0.20, -0.47, -0.69, 0.52, 0.04, -0.54, 0.39, 0.35, -0.60, 0.27, 0.21, -0.52, 0.25, 0.21, -0.63, 0.39, 0.29, -0.62, 0.33, 0.41, -0.70, 0.31, 0.31, -0.68, 0.33, 0.29, 0.09, 0.09, 0.18, -0.69, 0.23, 0.35, -0.63, 0.30, 0.31, -0.63, 0.32, 0.29, -0.66, 0.31, 0.33, -0.40, 0.18, 0.29, -0.68, 0.46, 0.29, -0.59, 0.42, 0.21, -0.63, 0.25, 0.24, -0.65, 0.48, 0.17, -0.57, 0.16, 0.43, -0.67, 0.36, 0.32, -0.68, 0.45, 0.30, -0.62, 0.18, 0.28, -0.51, 0.27, 0.32, -0.69, 0.43, 0.31, -0.56, 0.19, 0.30, -0.60, 0.26, 0.35, -0.62, 0.29, 0.43, -0.64, 0.34, 0.23, -0.65, 0.28, 0.30, -0.65, 0.23, 0.45, -0.56, 0.25, 0.24, -0.68, 0.28, 0.29, -0.75, 0.41, 0.38, -0.53, 0.26, 0.24, -0.69, 0.48, 0.38, -0.51, 0.11, 0.38, -0.62, 0.23, 0.26],
  "orbital_gap_ev": 7.993,
  "homo_ev": -7.38,
  "de_lowest_ev": 5.233,
  "charge": -1
}

[2]
{
  "formula": "F6MgN3O12S6",
  "method": "the ωB97M-V functional and the def2-TZVPD basis",
  "symbols": ["Mg", "N", "S", "O", "O", "F", "S", "O", "O", "F", "N", "S", "O", "O", "F", "S", "O", "O", "F", "N", "S", "O", "O", "F", "S", "O", "O", "F"],
  "positions_angstrom": [[-0.3065, -0.0001, -0.4401], [-1.2048, 1.2394, 0.6301], [-1.1971, 2.8335, 0.5526], [-0.5967, 3.5154, 1.6362], [-2.2053, 3.4406, -0.2350], [0.0536, 2.8407, -0.4941], [-2.2821, 1.0579, 1.9261], [-3.5518, 1.6539, 1.7646], [-1.6737, 1.0319, 3.1873], [-2.4857, -0.4875, 1.6190], [0.8175, -0.5823, 2.7216], [1.9791, 0.1199, 1.7999], [1.5123, 0.3865, 0.4559], [3.3250, -0.1915, 2.0455], [1.7801, 1.5191, 2.4849], [0.6965, -1.9420, 1.9321], [1.8354, -2.7748, 1.9192], [-0.0538, -1.7490, 0.7055], [-0.3387, -2.7064, 2.8182], [0.1829, -0.8238, -2.0403], [-0.0303, 0.0266, -3.4475], [-0.9791, -0.5834, -4.2980], [1.0393, 0.7925, -3.9426], [-0.9090, 1.1730, -2.7129], [0.9321, -2.1296, -2.6935], [2.1232, -1.8216, -3.3976], [0.0533, -3.1295, -3.1627], [1.4841, -2.7093, -1.3344]],
  "forces_ev_per_a": [[1.2619, -0.9313, 1.2965], [-3.6524, 2.1038, 3.5025], [3.6462, 2.5724, -3.7823], [-0.8673, -0.2713, 1.1970], [-0.8330, -0.3219, 0.5079], [-0.3174, -0.4017, 0.0206], [0.0181, -3.5717, -0.2112], [-0.0905, 0.6268, -0.6140], [0.7550, 0.7055, 0.7991], [-0.2985, 0.0907, -0.2464], [1.8209, -0.4998, -1.6615], [-1.6587, 3.2053, 2.3814], [0.6668, -0.3567, -0.5298], [0.6907, -0.6657, -0.3833], [0.2298, 0.0824, -0.1958], [-1.9952, -1.2339, 0.9840], [0.4843, -0.3590, -0.4951], [-0.3102, -0.1605, -0.6107], [-0.0335, 0.3005, 0.1714], [1.2081, -0.8171, -4.5774], [-2.3782, 2.7367, 0.8359], [0.2132, -0.6416, -0.5027], [0.9666, -0.3010, -0.1552], [0.0015, -0.2893, 0.5552], [1.6138, -2.5150, 2.7614], [-0.3186, 0.6196, -0.6166], [-0.5659, 0.1073, -0.3422], [-0.2577, 0.1867, -0.0886]],
  "nbo_charge": [1.81, -1.35, 2.47, -0.87, -0.88, -0.54, 2.47, -0.87, -0.87, -0.51, -1.09, 2.47, -1.03, -0.86, -0.48, 2.49, -0.89, -1.06, -0.47, -1.36, 2.46, -0.88, -0.86, -0.53, 2.49, -0.89, -0.89, -0.49],
  "orbital_gap_ev": 10.727,
  "homo_ev": -8.37,
  "de_lowest_ev": 0.000,
  "charge": -1
}